No. 1
{
  "formula": "C14H19N3O5",
  "method": "ωB97M-V with the def2-TZVPD basis set",
  "symbols": ["O", "C", "N", "C", "C", "O", "C", "N", "C", "C", "O", "C", "C", "C", "C", "C", "C", "N", "O", "O", "C", "C", "H", "H", "H", "H", "H", "H", "H", "H", "H", "H", "H", "H", "H", "H", "H", "H", "H", "H", "H"],
  "xyz": [[-1.5133, -0.2632, 1.7704], [-1.5343, -1.0276, 0.8276], [-1.2719, -0.6493, -0.4447], [-0.7843, 0.6701, -0.7659], [0.6303, 0.5918, -1.3560], [0.6400, -0.1597, -2.5500], [1.2040, 2.0025, -1.5754], [1.2011, 2.7536, -0.3364], [1.0520, 4.1925, -0.4813], [2.3537, 4.8755, -0.9189], [3.3976, 4.5952, -0.0114], [3.6071, 3.2041, 0.1102], [2.3261, 2.4795, 0.5466], [-1.8851, -2.4761, 0.9927], [-2.5604, -3.2020, 0.0137], [-2.8791, -4.5279, 0.2315], [-2.5161, -5.1274, 1.4317], [-2.8410, -6.5160, 1.6535], [-3.4325, -7.1021, 0.7723], [-2.5005, -7.0119, 2.7054], [-1.8560, -4.4122, 2.4240], [-1.5503, -3.0853, 2.2005], [-1.1272, -1.3493, -1.1572], [-0.7674, 1.2600, 0.1516], [-1.4599, 1.1423, -1.4892], [1.2680, 0.0275, -0.6687], [0.1663, 0.3336, -3.2309], [2.2000, 1.8966, -2.0323], [0.5606, 2.5217, -2.2934], [0.2524, 4.4071, -1.1920], [0.7634, 4.5843, 0.4987], [2.2415, 5.9607, -0.9255], [2.6351, 4.5372, -1.9296], [4.3923, 3.0806, 0.8572], [3.9641, 2.7986, -0.8501], [2.5021, 1.4052, 0.5908], [2.0429, 2.8285, 1.5436], [-2.8622, -2.7289, -0.9084], [-3.4058, -5.1101, -0.5094], [-1.6003, -4.9043, 3.3498], [-1.0531, -2.4952, 2.9548]],
  "nbo_charge": [-0.61, 0.66, -0.61, -0.26, 0.09, -0.72, -0.24, -0.45, -0.24, -0.09, -0.53, -0.09, -0.25, -0.10, -0.19, -0.21, 0.09, 0.51, -0.37, -0.37, -0.20, -0.17, 0.40, 0.26, 0.18, 0.18, 0.46, 0.19, 0.19, 0.20, 0.20, 0.20, 0.16, 0.20, 0.16, 0.20, 0.21, 0.22, 0.25, 0.25, 0.24],
  "e_lumo_ev": -0.747,
  "homo_energy_ev": -8.5,
  "multiplicity": 1,
  "largest_force_ev_per_a": 1.35,
  "homo_lumo_gap_ev": 7.77
}

***

No. 2
{
  "formula": "C3H9NO2S",
  "method": "ωB97M-V with the def2-TZVPD basis set",
  "symbols": ["N", "C", "O", "C", "C", "S", "H", "H", "H", "H", "H", "H", "H", "O", "H", "H"],
  "xyz": [[1.2597, -1.6682, 0.9470], [1.3412, -0.3155, 0.7833], [2.3829, 0.2970, 0.8626], [-0.0316, 0.3284, 0.9028], [0.0556, 1.8842, 0.7395], [-1.5748, 2.6505, 0.8577], [0.3576, -2.0994, 1.0499], [2.0815, -2.2397, 0.8500], [-0.3893, 0.1519, 1.9259], [-0.8462, -0.0515, 0.2846], [0.9383, 2.1696, 1.3069], [0.2917, 2.0313, -0.3170], [-2.0087, 1.9341, 1.9316], [-1.3358, -1.9559, -4.2652], [-0.4625, -1.6960, -3.9464], [-2.0597, -1.4207, -3.9133]],
  "nbo_charge": [-0.82, 0.67, -0.60, -0.52, -0.53, -0.02, 0.39, 0.40, 0.22, 0.23, 0.24, 0.22, 0.11, -0.96, 0.48, 0.48],
  "e_lumo_ev": 0.357,
  "homo_energy_ev": -9.2,
  "multiplicity": 1,
  "largest_force_ev_per_a": 2.34,
  "homo_lumo_gap_ev": 9.59
}

***

No. 3
{
  "formula": "H10O5",
  "method": "ωB97M-V with the def2-TZVPD basis set",
  "symbols": ["O", "H", "H", "O", "H", "H", "O", "H", "H", "O", "H", "H", "O", "H", "H"],
  "xyz": [[1.7522, -1.1831, -2.2851], [0.9262, -0.6851, -2.1861], [2.1602, -1.2071, -1.4101], [-0.7018, 0.0149, -0.7731], [-1.4548, 0.0609, -0.2571], [-0.3138, 0.8669, -0.8471], [-1.8298, -0.4511, 2.4129], [-1.5708, 0.3819, 2.8249], [-2.0338, -1.1111, 3.0489], [1.1882, 2.1959, -1.0781], [0.5962, 2.7309, -0.5771], [1.4552, 2.6299, -1.9061], [0.1412, -1.7421, 1.0629], [-0.5288, -1.3271, 1.6369], [0.2142, -1.1751, 0.3339]],
  "nbo_charge": [-0.95, 0.48, 0.47, -0.96, 0.48, 0.48, -0.95, 0.49, 0.49, -0.96, 0.47, 0.49, -0.99, 0.47, 0.47],
  "e_lumo_ev": 0.083,
  "homo_energy_ev": -10.2,
  "multiplicity": 1,
  "largest_force_ev_per_a": 2.92,
  "homo_lumo_gap_ev": 10.31
}

***

Repeat the third record exactly.
{
  "formula": "H10O5",
  "method": "ωB97M-V with the def2-TZVPD basis set",
  "symbols": ["O", "H", "H", "O", "H", "H", "O", "H", "H", "O", "H", "H", "O", "H", "H"],
  "xyz": [[1.7522, -1.1831, -2.2851], [0.9262, -0.6851, -2.1861], [2.1602, -1.2071, -1.4101], [-0.7018, 0.0149, -0.7731], [-1.4548, 0.0609, -0.2571], [-0.3138, 0.8669, -0.8471], [-1.8298, -0.4511, 2.4129], [-1.5708, 0.3819, 2.8249], [-2.0338, -1.1111, 3.0489], [1.1882, 2.1959, -1.0781], [0.5962, 2.7309, -0.5771], [1.4552, 2.6299, -1.9061], [0.1412, -1.7421, 1.0629], [-0.5288, -1.3271, 1.6369], [0.2142, -1.1751, 0.3339]],
  "nbo_charge": [-0.95, 0.48, 0.47, -0.96, 0.48, 0.48, -0.95, 0.49, 0.49, -0.96, 0.47, 0.49, -0.99, 0.47, 0.47],
  "e_lumo_ev": 0.083,
  "homo_energy_ev": -10.2,
  "multiplicity": 1,
  "largest_force_ev_per_a": 2.92,
  "homo_lumo_gap_ev": 10.31
}

***

Copy entry 1 word for word.
{
  "formula": "C14H19N3O5",
  "method": "ωB97M-V with the def2-TZVPD basis set",
  "symbols": ["O", "C", "N", "C", "C", "O", "C", "N", "C", "C", "O", "C", "C", "C", "C", "C", "C", "N", "O", "O", "C", "C", "H", "H", "H", "H", "H", "H", "H", "H", "H", "H", "H", "H", "H", "H", "H", "H", "H", "H", "H"],
  "xyz": [[-1.5133, -0.2632, 1.7704], [-1.5343, -1.0276, 0.8276], [-1.2719, -0.6493, -0.4447], [-0.7843, 0.6701, -0.7659], [0.6303, 0.5918, -1.3560], [0.6400, -0.1597, -2.5500], [1.2040, 2.0025, -1.5754], [1.2011, 2.7536, -0.3364], [1.0520, 4.1925, -0.4813], [2.3537, 4.8755, -0.9189], [3.3976, 4.5952, -0.0114], [3.6071, 3.2041, 0.1102], [2.3261, 2.4795, 0.5466], [-1.8851, -2.4761, 0.9927], [-2.5604, -3.2020, 0.0137], [-2.8791, -4.5279, 0.2315], [-2.5161, -5.1274, 1.4317], [-2.8410, -6.5160, 1.6535], [-3.4325, -7.1021, 0.7723], [-2.5005, -7.0119, 2.7054], [-1.8560, -4.4122, 2.4240], [-1.5503, -3.0853, 2.2005], [-1.1272, -1.3493, -1.1572], [-0.7674, 1.2600, 0.1516], [-1.4599, 1.1423, -1.4892], [1.2680, 0.0275, -0.6687], [0.1663, 0.3336, -3.2309], [2.2000, 1.8966, -2.0323], [0.5606, 2.5217, -2.2934], [0.2524, 4.4071, -1.1920], [0.7634, 4.5843, 0.4987], [2.2415, 5.9607, -0.9255], [2.6351, 4.5372, -1.9296], [4.3923, 3.0806, 0.8572], [3.9641, 2.7986, -0.8501], [2.5021, 1.4052, 0.5908], [2.0429, 2.8285, 1.5436], [-2.8622, -2.7289, -0.9084], [-3.4058, -5.1101, -0.5094], [-1.6003, -4.9043, 3.3498], [-1.0531, -2.4952, 2.9548]],
  "nbo_charge": [-0.61, 0.66, -0.61, -0.26, 0.09, -0.72, -0.24, -0.45, -0.24, -0.09, -0.53, -0.09, -0.25, -0.10, -0.19, -0.21, 0.09, 0.51, -0.37, -0.37, -0.20, -0.17, 0.40, 0.26, 0.18, 0.18, 0.46, 0.19, 0.19, 0.20, 0.20, 0.20, 0.16, 0.20, 0.16, 0.20, 0.21, 0.22, 0.25, 0.25, 0.24],
  "e_lumo_ev": -0.747,
  "homo_energy_ev": -8.5,
  "multiplicity": 1,
  "largest_force_ev_per_a": 1.35,
  "homo_lumo_gap_ev": 7.77
}